Entry 1:
The following is a quantum chemistry calculation of C22H22N2O5 in the gas phase, from the OMol25 dataset.

Molar mass   394.43 g mol⁻¹
Frontier orbital gap   8.5 eV
Lowest unoccupied orbital energy   0.16 eV
Net charge   0
Max |F|   1.38 eV/Å
HOMO energy   -8.33 eV
2S+1   1
SMILES   COC(=O)C1CCN(C(=O)c2ccc3nc(-c4cccc(OC)c4)oc3c2)CC1

Element x y z (Å)
C -8.315 -0.509 1.038
H -8.418 0.499 0.632
H -9.143 -1.134 0.712
H -8.281 -0.449 2.127
O -7.134 -1.122 0.540
C -5.973 -0.632 0.991
O -5.900 0.263 1.791
C -4.803 -1.375 0.370
C -3.467 -0.926 0.968
H -3.519 -0.957 2.057
H -2.685 -1.611 0.636
C -3.110 0.499 0.531
N -3.136 0.608 -0.908
C -2.053 0.719 -1.713
O -2.119 0.577 -2.921
C -0.760 1.082 -1.048
C 0.325 0.231 -1.204
C 1.517 0.640 -0.639
C 1.647 1.866 0.049
C 0.557 2.719 0.175
C -0.636 2.308 -0.379
H -1.504 2.948 -0.311
H 0.653 3.664 0.685
N 2.943 1.971 0.480
C 3.529 0.887 0.074
C 4.918 0.548 0.294
C 5.737 1.433 1.000
C 7.059 1.107 1.207
C 7.587 -0.083 0.726
C 6.775 -0.968 0.021
C 5.437 -0.645 -0.192
H 4.815 -1.335 -0.739
O 7.184 -2.158 -0.495
C 8.526 -2.544 -0.322
H 9.213 -1.832 -0.790
H 8.780 -2.655 0.737
H 8.619 -3.510 -0.817
H 8.626 -0.307 0.906
H 7.702 1.782 1.751
H 5.314 2.353 1.367
O 2.724 0.028 -0.613
H 0.236 -0.697 -1.745
C -4.418 0.270 -1.489
C -4.792 -1.173 -1.152
H -5.769 -1.414 -1.570
H -4.051 -1.841 -1.595
H -4.336 0.403 -2.570
H -5.172 0.959 -1.093
H -2.120 0.758 0.905
H -3.842 1.195 0.952
H -4.967 -2.438 0.581

These are the natural (NBO) partial charges, in e, on atoms 1 to 6:
1 C -0.262
2 H 0.190
3 H 0.197
4 H 0.198
5 O -0.512
6 C 0.804

***

Entry 2:
The following is a quantum chemistry calculation of 3 unconnected molecules or ions with the total composition C26H34ClF16N3O6, from the OMol25 dataset.

Molar mass   823.99 g mol⁻¹
Frontier orbital gap   6.9 eV
Lowest unoccupied orbital energy   -1.31 eV
Net charge   0
Max |F|   11.85 eV/Å
HOMO energy   -8.20 eV
2S+1   1
SMILES   C=C[C@@]1(CNC)[C@H](OCCOCC)C(=O)N[C@@]1(OC#N)[C@@H](Cl)CC.FC(F)C(F)(F)COC(F)(F)C(F)F.FC(F)C(F)(F)COC(F)(F)C(F)F

Element x y z (Å)
C 0.343 -6.285 1.179
C 1.166 -5.308 1.943
C 2.641 -4.729 1.524
C 2.688 -5.018 -0.108
N 3.847 -4.348 -0.814
C 3.430 -3.808 -2.192
C 2.492 -3.072 1.695
O 1.913 -2.325 0.563
C 1.533 -0.953 0.941
C 0.158 -0.877 1.869
O -1.041 -0.563 1.023
C -2.211 -0.914 1.851
C -2.670 -2.493 1.547
C 4.040 -2.635 2.024
O 4.697 -1.476 1.892
N 4.716 -3.871 2.608
C 3.983 -5.202 2.338
O 5.040 -5.930 1.575
C 6.371 -5.307 1.878
N 7.576 -5.233 2.406
C 3.857 -5.910 3.811
Cl 2.731 -5.017 5.004
C 3.535 -7.548 3.719
C 4.154 -8.209 5.116
H 0.444 -7.451 1.194
H -0.483 -5.826 0.450
H 0.687 -4.874 2.943
H 1.700 -4.636 -0.654
H 2.740 -6.200 -0.247
H 4.531 -5.125 -1.058
H 3.059 -4.682 -2.913
H 4.393 -3.344 -2.710
H 2.612 -2.967 -2.124
H 1.918 -2.971 2.713
H 2.383 -0.338 1.465
H 1.269 -0.384 -0.065
H 0.019 -1.913 2.440
H 0.362 -0.021 2.665
H -1.909 -0.905 3.003
H -3.118 -0.202 1.609
H -3.800 -2.637 1.880
H -2.546 -2.720 0.402
H -1.958 -3.153 2.210
H 4.780 -3.610 3.623
H 4.944 -5.854 4.301
H 2.397 -7.781 3.560
H 4.163 -8.058 2.841
H 4.287 -9.384 5.045
H 5.231 -7.776 5.379
H 3.461 -7.965 6.043
C -4.006 2.437 -1.436
C -3.052 3.635 -1.558
C -2.198 3.902 -0.325
F -2.948 4.201 0.763
F -1.383 4.971 -0.532
F -3.763 4.737 -1.918
F -2.215 3.377 -2.611
O -5.361 2.748 -1.097
C -5.627 2.884 0.298
C -6.101 4.292 0.677
F -5.170 5.231 0.368
F -6.322 4.392 2.015
F -4.541 2.486 1.003
F -6.604 1.979 0.576
H -4.075 1.991 -2.435
H -3.599 1.636 -0.807
H -1.562 3.045 -0.087
H -7.026 4.548 0.155
C -3.025 7.473 -4.858
C -1.802 6.667 -5.321
C -0.857 6.238 -4.205
F -0.315 7.297 -3.558
F 0.186 5.526 -4.710
F -1.145 7.366 -6.286
F -2.273 5.539 -5.939
O -2.923 8.893 -4.986
C -2.285 9.562 -3.899
C -0.998 10.283 -4.319
F -0.086 9.415 -4.828
F -0.405 10.888 -3.255
F -2.091 8.685 -2.885
F -3.191 10.468 -3.441
H -3.849 7.200 -5.529
H -3.374 7.173 -3.862
H -1.365 5.603 -3.474
H -1.204 11.042 -5.077

These are the Mulliken partial charges, in e, on atoms 1 to 6:
1 C -0.790
2 C -0.408
3 C 1.260
4 C -1.165
5 N -0.174
6 C -0.714